# 1
Density functional theory data (ωB97M-V/def2-TZVPD) for an isolated molecule of C5H6O at a distorted geometry.

## Properties
E_HOMO ... -9.624 eV
Orbital gap ... 10.11 eV
SMILES string ... CC#CCC=O
ΔE to the lowest compared entry with this formula, charge and spin ... 347.2 kJ/mol

Last column: natural (NBO) charge in e.
Atoms and positions in Å:
C  2.040  -0.245  0.348  -0.619
C  1.380  1.082  0.040  -0.093
C  0.176  0.923  -0.083  0.086
C  -1.183  0.525  0.191  -0.626
C  -1.800  -0.449  -0.804  0.450
O  -2.639  -1.252  -0.484  -0.496
H  2.317  -0.283  1.405  0.225
H  2.877  -0.481  -0.296  0.224
H  1.263  -0.998  0.149  0.183
H  -1.742  1.462  0.184  0.284
H  -1.256  0.084  1.197  0.260
H  -1.434  -0.368  -1.847  0.121


# 2
Density functional theory data (ωB97M-V/def2-TZVPD) for a 2-piece molecular cluster, C3H4O3 overall at a distorted geometry.

## Properties
E_HOMO ... -9.960 eV
Orbital gap ... 10.53 eV
ΔE to the lowest compared entry with this formula, charge and spin ... 343.9 kJ/mol

Last column: natural (NBO) charge in e.
Atoms and positions in Å:
O  -0.300  1.384  0.781  -0.646
C  0.425  0.563  -0.003  0.368
C  1.014  -0.602  0.596  -0.139
O  0.235  -1.077  -0.444  -0.588
C  -1.876  -0.470  -0.871  0.479
O  -2.237  -1.362  -1.478  -0.517
H  -0.642  2.149  0.291  0.494
H  0.692  0.956  -0.973  0.189
H  0.601  -0.831  1.583  0.187
H  2.088  -0.710  0.520  0.174


# 3
Density functional theory data (ωB97M-V/def2-TZVPD) for an isolated ion of composition C5H14NO3 and charge +1 at a distorted geometry.

## Properties
E_HOMO (alpha / beta) ... -7.022 / -15.287 eV
Orbital gap (alpha / beta) ... 3.98 / 4.75 eV
Spin multiplicity ... 3
⟨S²⟩ ... 2.00
Charge ... +1
ΔE to the lowest compared entry with this formula, charge and spin ... 166.3 kJ/mol

Last column: natural (NBO) charge in e.
Atoms and positions in Å:
C  -0.079  -2.192  0.063  -0.650
C  1.698  0.890  -0.970  -0.705
C  -0.270  0.070  0.700  -0.059
C  -0.887  -0.911  -0.202  0.013
C  0.522  1.281  -0.135  0.551
N  -1.221  0.855  1.472  -0.949
O  -2.170  -1.249  0.180  -0.655
O  -0.582  1.689  -0.916  -0.573
O  0.907  2.247  0.908  -0.718
H  -0.263  -2.616  1.015  0.236
H  -0.352  -2.973  -0.618  0.252
H  0.967  -2.213  -0.041  0.235
H  1.393  0.284  -1.774  0.241
H  2.478  0.344  -0.308  0.268
H  2.198  1.787  -1.281  0.265
H  0.533  -0.285  1.315  0.316
H  -0.826  -0.692  -1.240  0.248
H  -1.849  1.386  0.737  0.389
H  -0.660  1.536  1.966  0.450
H  -1.954  0.235  2.045  0.342
H  -2.170  -2.241  0.330  0.507
H  -0.290  2.027  -1.818  0.489
H  1.497  2.894  0.532  0.507


# 4
Density functional theory data (ωB97M-V/def2-TZVPD) for C2H2CuFO3 as an isolated structure at a distorted geometry.

## Properties
E_HOMO (alpha / beta) ... -14.237 / -15.382 eV
Orbital gap (alpha / beta) ... 9.65 / 10.00 eV
Spin multiplicity ... 2
⟨S²⟩ ... 0.75
Charge ... +1

Last column: natural (NBO) charge in e.
Atoms and positions in Å:
H  -1.152  -3.251  1.348  0.516
O  -0.525  -3.194  2.086  -0.634
Cu  1.259  0.052  -0.082  0.947
O  0.570  -1.626  0.933  -0.710
C  0.275  -2.183  1.946  0.853
O  0.597  1.936  -0.757  -0.665
C  -0.060  2.590  -1.504  0.804
F  -1.162  2.106  -2.043  -0.283
H  0.199  3.571  -1.926  0.172


# 5
Density functional theory data (ωB97M-V/def2-TZVPD) for a 3-piece molecular cluster, C24H31I2N3O5P overall at a distorted geometry.

## Properties
E_HOMO ... -11.679 eV
Orbital gap ... 8.06 eV
Charge ... +1

Last column: natural (NBO) charge in e.
Atoms and positions in Å:
C  -2.778  -1.183  -3.406  0.049
C  -3.302  -0.613  -2.496  -0.538
P  -3.756  0.587  -1.347  1.933
C  -4.217  -0.305  0.149  -0.585
N  -4.697  -1.645  -0.233  -0.814
O  -2.582  1.583  -1.094  -0.805
C  -1.284  1.406  -1.772  -0.062
C  -0.383  2.617  -1.492  -0.222
C  -0.674  3.248  -0.141  -0.616
C  1.098  2.210  -1.696  -0.208
C  1.272  1.325  -2.936  -0.612
C  1.670  1.573  -0.434  -0.617
C  -5.205  1.426  -2.002  -0.688
I  -6.146  0.512  -3.656  0.262
C  -5.733  2.534  -1.450  -0.029
C  -6.939  3.266  -1.937  -0.696
I  -4.955  3.358  0.325  0.241
H  -2.304  -1.689  -4.219  0.263
H  -3.347  -0.397  0.796  0.250
H  -4.987  0.255  0.680  0.237
H  -5.188  -2.045  0.557  0.386
H  -5.362  -1.587  -0.996  0.365
H  -0.817  0.515  -1.365  0.193
H  -1.425  1.316  -2.839  0.207
H  -0.617  3.351  -2.264  0.207
H  0.058  4.030  0.046  0.228
H  -1.657  3.705  -0.124  0.215
H  -0.611  2.537  0.679  0.206
H  1.637  3.128  -1.924  0.215
H  0.658  1.738  -3.739  0.195
H  0.938  0.304  -2.766  0.195
H  2.297  1.325  -3.287  0.246
H  0.968  0.828  -0.058  0.181
H  1.760  2.334  0.338  0.215
H  2.659  1.158  -0.568  0.240
H  -7.075  3.160  -3.005  0.248
H  -6.828  4.324  -1.716  0.250
H  -7.799  2.905  -1.378  0.260
C  5.570  -4.257  0.616  -0.168
C  4.798  -4.529  -0.505  -0.208
C  4.373  -3.495  -1.323  -0.215
C  4.735  -2.200  -1.000  0.074
C  5.499  -1.908  0.115  -0.211
C  5.917  -2.949  0.927  -0.199
N  4.305  -1.103  -1.877  0.522
O  3.619  -1.378  -2.840  -0.386
O  4.660  0.024  -1.594  -0.386
H  5.904  -5.067  1.251  0.227
H  4.529  -5.548  -0.745  0.226
H  3.776  -3.699  -2.199  0.246
H  5.768  -0.889  0.348  0.250
H  6.515  -2.740  1.802  0.232
C  -0.447  -0.050  3.676  -0.193
C  0.317  -0.746  2.748  -0.205
C  1.475  -1.395  3.145  -0.217
C  1.843  -1.336  4.476  0.092
C  1.100  -0.645  5.413  -0.205
C  -0.054  0.003  5.005  -0.204
N  3.062  -2.039  4.912  0.519
O  3.707  -2.620  4.065  -0.378
O  3.342  -1.993  6.090  -0.359
H  -1.353  0.454  3.362  0.208
H  0.009  -0.783  1.711  0.207
H  2.076  -1.937  2.431  0.252
H  1.412  -0.612  6.446  0.256
H  -0.648  0.547  5.727  0.227


Please write out number 5 again, unchanged.
Density functional theory data (ωB97M-V/def2-TZVPD) for a 3-piece molecular cluster, C24H31I2N3O5P overall at a distorted geometry.

## Properties
E_HOMO ... -11.679 eV
Orbital gap ... 8.06 eV
Charge ... +1

Last column: natural (NBO) charge in e.
Atoms and positions in Å:
C  -2.778  -1.183  -3.406  0.049
C  -3.302  -0.613  -2.496  -0.538
P  -3.756  0.587  -1.347  1.933
C  -4.217  -0.305  0.149  -0.585
N  -4.697  -1.645  -0.233  -0.814
O  -2.582  1.583  -1.094  -0.805
C  -1.284  1.406  -1.772  -0.062
C  -0.383  2.617  -1.492  -0.222
C  -0.674  3.248  -0.141  -0.616
C  1.098  2.210  -1.696  -0.208
C  1.272  1.325  -2.936  -0.612
C  1.670  1.573  -0.434  -0.617
C  -5.205  1.426  -2.002  -0.688
I  -6.146  0.512  -3.656  0.262
C  -5.733  2.534  -1.450  -0.029
C  -6.939  3.266  -1.937  -0.696
I  -4.955  3.358  0.325  0.241
H  -2.304  -1.689  -4.219  0.263
H  -3.347  -0.397  0.796  0.250
H  -4.987  0.255  0.680  0.237
H  -5.188  -2.045  0.557  0.386
H  -5.362  -1.587  -0.996  0.365
H  -0.817  0.515  -1.365  0.193
H  -1.425  1.316  -2.839  0.207
H  -0.617  3.351  -2.264  0.207
H  0.058  4.030  0.046  0.228
H  -1.657  3.705  -0.124  0.215
H  -0.611  2.537  0.679  0.206
H  1.637  3.128  -1.924  0.215
H  0.658  1.738  -3.739  0.195
H  0.938  0.304  -2.766  0.195
H  2.297  1.325  -3.287  0.246
H  0.968  0.828  -0.058  0.181
H  1.760  2.334  0.338  0.215
H  2.659  1.158  -0.568  0.240
H  -7.075  3.160  -3.005  0.248
H  -6.828  4.324  -1.716  0.250
H  -7.799  2.905  -1.378  0.260
C  5.570  -4.257  0.616  -0.168
C  4.798  -4.529  -0.505  -0.208
C  4.373  -3.495  -1.323  -0.215
C  4.735  -2.200  -1.000  0.074
C  5.499  -1.908  0.115  -0.211
C  5.917  -2.949  0.927  -0.199
N  4.305  -1.103  -1.877  0.522
O  3.619  -1.378  -2.840  -0.386
O  4.660  0.024  -1.594  -0.386
H  5.904  -5.067  1.251  0.227
H  4.529  -5.548  -0.745  0.226
H  3.776  -3.699  -2.199  0.246
H  5.768  -0.889  0.348  0.250
H  6.515  -2.740  1.802  0.232
C  -0.447  -0.050  3.676  -0.193
C  0.317  -0.746  2.748  -0.205
C  1.475  -1.395  3.145  -0.217
C  1.843  -1.336  4.476  0.092
C  1.100  -0.645  5.413  -0.205
C  -0.054  0.003  5.005  -0.204
N  3.062  -2.039  4.912  0.519
O  3.707  -2.620  4.065  -0.378
O  3.342  -1.993  6.090  -0.359
H  -1.353  0.454  3.362  0.208
H  0.009  -0.783  1.711  0.207
H  2.076  -1.937  2.431  0.252
H  1.412  -0.612  6.446  0.256
H  -0.648  0.547  5.727  0.227